# C5H9F2N

2 unconnected molecules or ions with the total composition C5H9F2N (wB97M-V/def2-TZVPD, the Open Molecules 2025 dataset).

Positions of all 17 atoms, in Å:
C  -1.260  1.558  -0.096
C  -0.365  0.256  -0.349
C  1.034  0.111  0.381
C  0.543  -1.468  0.649
C  -0.928  -0.936  0.322
H  -2.365  1.140  -0.208
H  -1.287  2.573  -1.163
H  -1.098  1.989  0.994
H  -0.149  0.074  -1.476
H  1.192  0.559  1.355
H  2.164  1.184  -1.030
H  2.556  -0.812  -0.808
H  0.628  -1.962  1.618
H  -1.708  -0.608  1.156
N  2.159  0.281  -0.378
F  0.697  -2.196  -0.515
F  -1.813  -1.742  -0.451

Properties
relative energy (zero: lowest compared OMol25 entry of this formula, charge and spin) = 409.0 kJ/mol
electronic energy = -12251.1406 eV
HOMO energy = -9.00 eV
orbital gap = 9.9 eV

Results of the natural (NBO) charge analysis, in e, for atoms 1 through 8: number 1, C, carries -0.6122; number 2, C, carries -0.3129; number 3, C, carries -0.0539; number 4, C, carries 0.1730; number 5, C, carries 0.1731; number 6, H, carries 0.2214; number 7, H, carries 0.2001; number 8, H, carries 0.2227

# C60H144Br3N8O8

11 unconnected molecules or ions with the total composition C60H144Br3N8O8 (wB97M-V/def2-TZVPD, the Open Molecules 2025 dataset).

Positions of all 223 atoms, in Å:
C  4.222  10.571  -0.318
C  4.522  10.049  -1.714
C  5.643  10.983  -2.278
C  6.197  10.434  -3.572
C  6.717  8.994  -3.347
C  5.746  7.960  -2.753
N  4.929  8.582  -1.635
O  4.254  7.828  -0.727
C  6.506  6.741  -2.131
C  4.745  7.317  -3.872
C  3.166  10.240  -2.465
H  3.346  10.071  0.094
H  4.062  11.644  -0.206
H  5.013  10.374  0.405
H  6.503  11.051  -1.612
H  5.232  11.978  -2.446
H  6.968  11.093  -3.971
H  5.533  10.276  -4.422
H  7.566  9.106  -2.672
H  7.128  8.711  -4.316
H  7.192  6.294  -2.850
H  5.950  5.834  -1.893
H  7.037  7.059  -1.235
H  5.340  6.848  -4.655
H  4.288  8.146  -4.412
H  3.959  6.641  -3.535
H  3.249  9.880  -3.491
H  3.038  11.322  -2.495
H  2.352  9.820  -1.874
C  -5.562  -7.906  7.445
C  -4.923  -7.735  6.101
C  -5.375  -8.823  5.168
C  -6.908  -8.793  4.793
C  -7.315  -7.515  4.156
C  -6.911  -6.204  4.918
N  -5.403  -6.359  5.495
O  -4.831  -5.165  5.888
C  -7.753  -5.889  6.090
C  -7.118  -4.954  4.067
C  -3.333  -7.668  6.328
H  -5.094  -8.726  7.989
H  -6.626  -8.136  7.488
H  -5.448  -7.096  8.166
H  -5.137  -9.828  5.517
H  -4.840  -8.560  4.255
H  -7.532  -8.925  5.677
H  -7.271  -9.588  4.142
H  -8.377  -7.486  3.912
H  -6.801  -7.536  3.196
H  -8.748  -5.536  5.819
H  -7.231  -5.145  6.693
H  -7.946  -6.749  6.732
H  -6.624  -4.966  3.096
H  -6.929  -4.034  4.619
H  -8.167  -4.944  3.770
H  -2.868  -8.613  6.610
H  -3.100  -6.863  7.025
H  -2.843  -7.529  5.364
C  -2.692  -1.404  12.187
C  -1.372  -1.127  11.525
N  -1.150  0.405  11.228
C  -2.073  0.875  10.105
C  -1.435  1.331  12.495
C  -0.668  0.897  13.710
C  0.347  0.621  10.849
C  0.710  0.353  9.378
O  0.142  -0.813  8.765
C  0.443  -1.032  7.423
H  -2.651  -2.469  12.416
H  -3.472  -1.253  11.441
H  -2.892  -0.912  13.139
H  -1.223  -1.612  10.560
H  -0.528  -1.534  12.082
H  -2.065  0.222  9.233
H  -1.567  1.802  9.834
H  -3.115  0.907  10.421
H  -2.514  1.271  12.632
H  -1.113  2.331  12.207
H  0.391  0.874  13.454
H  -0.942  -0.097  14.062
H  -0.703  1.570  14.567
H  0.916  0.018  11.556
H  0.641  1.666  10.952
H  1.800  0.373  9.382
H  0.446  1.222  8.775
H  -0.016  -0.176  6.928
H  0.092  -2.005  7.079
H  1.492  -1.078  7.130
C  -1.296  4.693  -14.525
C  -1.205  3.888  -13.200
N  -2.590  3.303  -12.622
C  -3.134  2.303  -13.700
C  -2.359  2.398  -11.362
C  -1.823  3.215  -10.175
C  -3.682  4.448  -12.445
C  -4.907  4.193  -11.501
O  -5.745  3.069  -11.935
C  -6.479  3.160  -13.097
H  -1.687  4.056  -15.318
H  -0.413  5.179  -14.941
H  -1.999  5.519  -14.423
H  -0.758  4.529  -12.441
H  -0.543  3.034  -13.344
H  -3.266  2.849  -14.634
H  -4.129  1.990  -13.384
H  -2.437  1.475  -13.826
H  -1.636  1.659  -11.709
H  -3.346  1.974  -11.180
H  -1.694  2.512  -9.352
H  -2.578  3.904  -9.797
H  -0.865  3.716  -10.311
H  -4.048  4.673  -13.447
H  -3.063  5.283  -12.117
H  -5.440  5.083  -11.167
H  -4.591  4.000  -10.476
H  -7.080  4.065  -12.999
H  -7.023  2.229  -13.255
H  -5.911  3.154  -14.028
C  7.309  3.009  5.090
C  8.123  3.997  6.007
N  9.210  3.338  6.856
C  8.508  2.377  7.858
C  10.338  2.576  6.109
C  10.983  3.477  5.033
C  9.776  4.498  7.716
C  10.744  4.196  8.871
O  11.750  3.156  8.635
C  12.244  2.579  9.857
H  6.862  2.233  5.711
H  7.791  2.451  4.288
H  6.482  3.564  4.646
H  7.316  4.337  6.657
H  8.560  4.805  5.419
H  7.866  3.062  8.413
H  9.212  1.942  8.567
H  7.876  1.585  7.456
H  9.742  1.786  5.653
H  11.058  2.051  6.737
H  11.541  2.909  4.289
H  11.580  4.259  5.502
H  10.241  3.885  4.346
H  8.939  4.988  8.214
H  10.207  5.236  7.039
H  10.195  4.008  9.793
H  11.460  5.005  9.021
H  11.870  3.057  10.762
H  13.321  2.730  9.932
H  11.982  1.526  9.965
C  -3.907  -8.200  -6.918
C  -4.916  -8.078  -5.724
N  -6.012  -7.016  -5.806
C  -6.943  -7.341  -6.996
C  -6.775  -7.053  -4.451
C  -7.333  -8.465  -4.044
C  -5.409  -5.600  -5.957
C  -6.420  -4.434  -6.214
O  -6.840  -3.994  -4.944
C  -7.992  -3.063  -4.871
H  -3.460  -7.252  -7.217
H  -4.460  -8.570  -7.782
H  -3.162  -8.979  -6.757
H  -4.340  -7.631  -4.914
H  -5.280  -9.048  -5.385
H  -6.420  -6.984  -7.883
H  -7.929  -6.913  -6.810
H  -7.044  -8.425  -7.062
H  -7.614  -6.376  -4.612
H  -6.151  -6.554  -3.710
H  -7.407  -9.086  -4.937
H  -8.196  -8.379  -3.384
H  -6.517  -8.901  -3.469
H  -4.779  -5.670  -6.843
H  -4.757  -5.473  -5.093
H  -7.266  -4.797  -6.798
H  -5.988  -3.623  -6.800
H  -7.756  -2.212  -5.510
H  -8.237  -2.715  -3.868
H  -8.903  -3.530  -5.247
C  5.065  -7.713  -0.779
N  4.807  -6.505  -1.758
C  4.341  -5.235  -0.999
C  6.168  -6.247  -2.431
C  3.658  -6.756  -2.825
C  4.001  -7.634  -3.968
O  4.423  -8.917  -3.564
H  5.515  -8.540  -1.329
H  4.035  -8.002  -0.571
H  5.684  -7.413  0.066
H  3.353  -5.319  -0.547
H  4.300  -4.440  -1.744
H  5.175  -5.034  -0.327
H  5.885  -5.402  -3.059
H  6.444  -7.186  -2.912
H  6.882  -5.936  -1.668
H  3.400  -5.757  -3.176
H  2.806  -7.226  -2.333
H  4.694  -7.164  -4.665
H  3.119  -7.807  -4.585
H  4.648  -9.489  -4.301
C  -0.738  2.375  -0.819
N  -2.199  2.264  -1.201
C  -2.264  1.332  -2.470
C  -2.957  1.427  -0.145
C  -2.829  3.683  -1.326
C  -2.645  4.240  -2.700
O  -1.344  4.424  -3.149
H  -0.215  1.421  -0.760
H  -0.654  2.899  0.133
H  -0.244  2.999  -1.565
H  -1.553  1.647  -3.234
H  -3.292  1.409  -2.826
H  -1.705  0.428  -2.231
H  -2.609  0.394  -0.132
H  -4.010  1.328  -0.408
H  -2.793  1.958  0.793
H  -2.340  4.320  -0.590
H  -3.888  3.568  -1.094
H  -3.066  5.244  -2.651
H  -3.264  3.865  -3.515
H  -1.334  4.909  -3.978
Br  -0.473  8.909  -8.296
Br  -0.628  6.201  4.565
Br  -9.124  2.858  1.714

Properties
electronic energy = -302921.0134 eV
total charge = +5
HOMO energy = -11.13 eV
orbital gap = 1.2 eV

Results of the Löwdin charge analysis, in e, for atoms 1 through 8: number 1, C, carries -0.0502; number 2, C, carries -0.4343; number 3, C, carries -0.1175; number 4, C, carries -0.1740; number 5, C, carries -0.1285; number 6, C, carries -0.3858; number 7, N, carries 0.0673; number 8, O, carries 0.1122

# C31H27BGeN8W

A molecular structure, C31H27BGeN8W (wB97M-V/def2-TZVPD, the Open Molecules 2025 dataset).

Positions of all 69 atoms, in Å:
W  -0.274  -0.741  0.143
C  0.278  2.239  -2.892
C  0.781  1.322  -1.978
N  -0.221  0.813  -1.252
N  -1.363  1.392  -1.687
C  -1.087  2.253  -2.676
B  -2.693  1.060  -0.972
N  -2.977  -0.447  -1.192
C  -4.007  -1.034  -1.827
C  -3.810  -2.400  -1.812
C  -2.603  -2.575  -1.140
N  -2.109  -1.390  -0.772
N  -2.433  1.279  0.544
C  -2.837  2.293  1.329
C  -2.331  2.085  2.597
C  -1.598  0.906  2.503
N  -1.664  0.436  1.252
N  -3.874  1.882  -1.381
C  -5.128  1.757  -0.862
C  -5.899  2.764  -1.376
C  -5.024  3.475  -2.212
N  -3.823  2.943  -2.200
H  0.827  2.810  -3.610
H  1.798  1.011  -1.809
H  -1.871  2.826  -3.133
H  -4.808  -0.464  -2.252
H  -4.441  -3.153  -2.240
H  -2.090  -3.493  -0.914
H  -3.430  3.097  0.946
H  -2.476  2.700  3.461
H  -1.051  0.380  3.265
H  -5.363  0.974  -0.168
H  -6.933  2.962  -1.192
H  -5.219  4.348  -2.800
C  1.645  -0.897  0.550
Ge  2.269  -2.681  0.809
C  1.139  -3.448  -0.682
C  0.586  -4.713  -0.558
C  -0.209  -5.230  -1.570
C  -0.448  -4.486  -2.715
C  0.106  -3.223  -2.855
C  0.883  -2.690  -1.832
C  0.986  -2.907  2.326
C  -0.306  -2.433  2.067
C  -1.281  -2.451  3.055
C  -0.967  -2.930  4.319
C  0.309  -3.399  4.581
C  1.287  -3.363  3.598
C  4.079  -3.478  0.918
C  4.366  -4.574  1.718
C  5.626  -5.146  1.675
C  6.591  -4.630  0.826
C  6.308  -3.533  0.030
C  5.053  -2.954  0.079
H  0.790  -5.300  0.328
H  -0.634  -6.216  -1.470
H  -1.054  -4.898  -3.505
H  -0.046  -2.664  -3.766
H  1.422  -1.757  -1.996
H  -0.623  -2.291  0.980
H  -2.290  -2.121  2.844
H  -1.717  -2.947  5.094
H  0.544  -3.794  5.557
H  2.289  -3.697  3.825
H  3.605  -4.991  2.362
H  5.850  -5.999  2.299
H  7.566  -5.090  0.779
H  7.058  -3.130  -0.633
H  4.817  -2.098  -0.540

Properties
electronic energy = -103516.8777 eV
total charge = +1
2S+1 = 2
HOMO energy (spin up / spin down) = -10.81 / -10.90 eV
orbital gap (spin up / spin down) = 7.3 / 7.5 eV

Results of the natural (NBO) charge analysis, in e, for atoms 1 through 8: number 1, W, carries 1.1208; number 2, C, carries -0.3223; number 3, C, carries 0.0252; number 4, N, carries -0.3628; number 5, N, carries -0.3196; number 6, C, carries 0.0415; number 7, B, carries 0.9141; number 8, N, carries -0.3214

# C3H6AsF7O3Rb

A molecular structure, C3H6AsF7O3Rb (wB97M-V/def2-TZVPD, the Open Molecules 2025 dataset).

Positions of all 21 atoms, in Å:
Rb  1.650  -0.294  0.431
As  0.805  -3.145  2.867
F  1.892  -4.464  3.377
F  1.647  -3.003  1.259
F  -0.268  -1.724  2.479
F  -0.088  -3.275  4.417
F  1.958  -2.018  3.668
F  -0.330  -4.320  2.082
F  4.481  -0.289  0.371
C  0.080  3.815  -0.813
O  -0.634  3.047  -1.792
C  -0.991  1.834  -1.666
O  -0.707  1.047  -0.700
O  -1.725  1.419  -2.735
C  -2.091  0.085  -2.949
H  0.915  3.315  -0.324
H  -0.599  4.101  -0.009
H  0.526  4.720  -1.225
H  -2.225  -0.310  -1.942
H  -1.242  -0.461  -3.361
H  -3.054  -0.078  -3.432

Properties
relative energy (zero: lowest compared OMol25 entry of this formula, charge and spin) = 97.3 kJ/mol
electronic energy = -89872.8972 eV
total charge = -1
HOMO energy = -4.88 eV
orbital gap = 6.8 eV

Results of the Löwdin charge analysis, in e, for atoms 1 through 8: number 1, Rb, carries 0.9501; number 2, As, carries 0.9131; number 3, F, carries -0.2857; number 4, F, carries -0.3811; number 5, F, carries -0.3506; number 6, F, carries -0.3005; number 7, F, carries -0.2971; number 8, F, carries -0.3042

# C3H8BBr2Na6O3

A molecular structure, C3H8BBr2Na6O3 (wB97M-V/def2-TZVPD, the Open Molecules 2025 dataset).

Positions of all 23 atoms, in Å:
Na  -2.054  -1.673  4.515
Na  1.149  -0.504  3.253
Na  -1.802  -1.155  -0.851
Na  1.418  -1.815  0.526
Na  -3.417  1.279  3.175
Na  -3.931  -2.052  1.400
C  -1.198  0.138  1.775
O  -0.109  -0.045  1.182
O  -1.130  0.358  3.050
O  -2.331  -0.178  1.272
B  0.309  -2.369  -1.580
H  0.342  -1.271  -1.341
H  0.129  -3.061  -0.680
H  -0.537  -2.581  -2.322
H  1.313  -2.592  -2.115
Br  -0.284  3.498  -2.114
C  0.745  2.014  -1.395
C  2.212  2.385  -1.424
Br  3.166  0.917  -0.523
H  0.570  1.126  -1.995
H  0.413  1.844  -0.375
H  2.440  3.353  -0.989
H  2.587  2.382  -2.445

Properties
relative energy (zero: lowest compared OMol25 entry of this formula, charge and spin) = 87.7 kJ/mol
electronic energy = -176620.9666 eV
total charge = +3
HOMO energy = -16.55 eV
orbital gap = 4.2 eV

Results of the natural (NBO) charge analysis, in e, for atoms 1 through 8: number 1, Na, carries 0.9864; number 2, Na, carries 0.9805; number 3, Na, carries 0.9608; number 4, Na, carries 0.9388; number 5, Na, carries 0.9817; number 6, Na, carries 0.9924; number 7, C, carries 0.9515; number 8, O, carries -0.8517

# C18H17F3N4O3S

C18H17F3N4O3S in the gas phase (wB97M-V/def2-TZVPD, the Open Molecules 2025 dataset).

Positions of all 46 atoms, in Å:
C  3.161  -0.857  3.445
O  2.078  -1.645  2.721
C  1.566  -1.034  1.602
C  2.268  -0.202  0.784
C  1.655  0.068  -0.410
N  2.319  0.837  -1.228
N  1.425  1.002  -2.295
C  1.717  1.766  -3.522
C  0.994  1.317  -4.831
C  1.574  2.320  -5.905
O  1.322  3.656  -5.489
C  1.868  4.226  -4.288
C  1.464  3.197  -3.193
C  0.222  0.392  -1.994
C  0.397  -0.135  -0.689
C  -0.427  -0.746  0.320
C  0.200  -1.302  1.436
N  -0.577  -2.075  2.280
C  -1.634  -2.792  1.854
O  -1.858  -3.267  0.776
C  -2.660  -2.949  2.850
N  -3.168  -2.035  3.785
C  -4.299  -2.444  4.504
C  -4.990  -1.437  5.534
F  -6.358  -1.419  5.377
F  -4.577  -0.121  5.312
F  -4.853  -1.990  6.822
C  -4.694  -3.715  4.133
S  -3.606  -4.458  2.956
H  3.075  -1.233  4.504
H  2.877  0.195  3.442
H  4.172  -0.985  3.125
H  3.145  0.301  1.009
H  2.755  1.690  -3.710
H  1.410  0.430  -5.270
H  -0.166  1.310  -4.928
H  2.587  2.068  -6.055
H  1.134  2.142  -6.905
H  1.289  5.168  -4.028
H  2.956  4.329  -4.414
H  0.474  3.436  -2.759
H  2.192  3.243  -2.384
H  -0.789  0.590  -2.362
H  -1.524  -0.845  0.199
H  -0.562  -1.914  3.303
H  -5.555  -4.087  4.586

Properties
relative energy (zero: lowest compared OMol25 entry of this formula, charge and spin) = 352.0 kJ/mol
SMILES = COc1cc2nn(C3CCOCC3)cc2cc1NC(=O)c1nc(C(F)(F)F)cs1
electronic energy = -50028.0059 eV
HOMO energy = -7.78 eV
orbital gap = 7.4 eV

Results of the natural (NBO) charge analysis, in e, for atoms 1 through 8: number 1, C, carries -0.2635; number 2, O, carries -0.5301; number 3, C, carries 0.3644; number 4, C, carries -0.3218; number 5, C, carries 0.1638; number 6, N, carries -0.2945; number 7, N, carries -0.1453; number 8, C, carries -0.0461

Question: electronic energy of number 1 (C5H9F2N)?
Answer: -12251.1406 eV

Question: Which of these has the lowest electronic energy?
Answer: C60H144Br3N8O8

Question: The lowest electronic energy belongs to which entry?
Answer: C60H144Br3N8O8

Question: What is the electronic energy in the first record?
Answer: -12251.1406 eV